[1]
Molecular formula: C11H37BMnO14P3
Method: DFT, the ωB97M-V functional and the def2-TZVPD basis

XYZ file:
```
67
Properties=species:S:1:pos:R:3
H 33.72855 -29.82078 6.88848
C 33.88309 -25.70317 11.19925
H 34.67650 -29.74034 12.97807
O 31.91964 -28.57028 11.77429
H 24.14977 -30.00343 4.47063
C 28.89175 -30.83388 2.52480
P 29.63103 -34.46399 11.01786
O 27.60578 -31.18728 3.02019
H 25.15466 -30.02174 3.12371
C 28.87941 -26.00337 8.51896
H 28.98796 -29.75102 2.44569
O 32.10472 -26.51525 13.44000
H 32.41704 -34.23468 12.80723
H 29.55654 -33.28934 5.13037
H 27.66739 -35.95885 8.82549
O 31.06284 -35.05691 11.54290
C 25.17432 -30.24752 4.18989
O 27.55454 -33.30129 4.48491
Mn 30.13856 -29.82472 8.54301
O 28.60048 -34.39909 12.34427
O 25.72694 -31.47361 4.66207
H 26.94479 -26.92071 7.88406
H 26.94158 -28.14777 9.90348
H 28.88612 -34.84904 4.54554
C 32.02955 -34.13978 11.79286
C 27.53145 -26.69276 8.77398
B 33.04907 -30.61489 7.15667
H 29.06727 -31.39396 1.60631
H 29.70670 -32.74613 13.28717
P 27.35652 -31.71980 4.58627
H 25.82658 -29.44496 4.53421
H 27.11551 -35.35189 10.46393
H 30.17430 -26.46259 7.15734
H 26.99069 -25.96395 9.37773
C 34.77883 -29.18379 13.90967
H 29.38042 -33.58947 3.45078
H 35.08087 -29.86119 14.70842
H 28.49943 -33.48637 14.14756
H 32.07479 -30.38707 6.75280
H 32.99221 -25.16508 11.52312
H 30.74472 -26.63599 15.08820
H 34.67376 -24.97367 11.37461
C 28.89340 -33.76758 4.40951
H 27.44010 -37.02187 10.12932
H 28.08217 -32.48427 12.66511
C 27.78248 -36.01095 9.90815
O 33.55884 -28.43011 13.95247
C 30.77846 -26.79385 14.01022
H 33.36525 -31.51912 6.66004
O 34.03307 -26.96329 11.84985
O 27.78790 -27.80447 9.60771
H 29.27347 -25.62533 9.46231
H 33.76239 -25.68834 10.11605
H 30.29089 -27.61711 13.48808
H 32.94436 -30.74876 8.22220
O 29.75620 -33.24700 10.13271
H 32.86596 -34.29120 11.11052
H 28.62299 -25.13175 7.91678
O 28.05624 -30.94493 5.68001
P 32.83330 -27.73353 12.66240
C 28.74203 -33.22444 13.11769
O 29.07808 -35.88901 10.28322
H 30.13899 -25.94227 13.77788
H 31.91701 -33.08307 11.55036
H 29.60754 -31.21684 3.25217
H 35.50856 -28.41401 13.65863
O 29.71035 -26.87320 7.89065
```

Output
multiplicity: 6
energy above the lowest of the compared OMol25 structures with the same formula, charge and spin: 969.9 kJ/mol
HOMO level (alpha / beta): -12.23 / -12.26 eV
orbital gap (alpha / beta): 5.8 / 6.0 eV
total charge: +1

[2]
Molecular formula: C11H37N8O6
Method: DFT, the ωB97M-V functional and the def2-TZVPD basis

XYZ file:
```
62
Properties=species:S:1:pos:R:3
H -1.48577 5.34147 -28.84785
H 1.53564 2.60661 -22.95828
H 0.27720 7.22202 -31.65518
O 1.94949 4.47891 -23.41185
C 1.35048 4.92462 -22.19154
H 3.85877 1.13939 -24.50321
C -2.83759 4.02528 -30.45631
H -1.41041 0.96646 -29.29098
O -1.49439 4.51353 -30.69410
H 3.34368 2.77509 -26.41578
C 2.83559 1.14111 -24.87897
H -0.54858 1.62662 -30.69230
H -1.84902 6.39047 -30.07052
C -1.12044 5.61379 -29.83804
H 0.00260 4.65172 -26.91644
H -2.67102 5.04531 -24.28858
O -1.54278 4.27967 -26.42546
H 1.24990 6.00956 -22.16163
H 5.20814 4.22678 -29.31188
H 5.71715 5.60102 -30.39171
H -3.54460 4.85469 -30.47362
N -3.23682 4.52090 -24.94049
N 3.85174 5.57819 -27.94188
H -3.07914 3.17137 -31.08923
H 3.58916 3.84218 -25.24354
C 2.23310 2.61592 -24.83558
N -0.60615 1.41434 -29.70654
C 4.52595 6.08184 -28.92692
N 1.24374 4.91330 -29.50696
C -2.68277 4.07374 -26.10241
O 0.91573 4.94775 -26.92861
H 1.31180 4.89095 -27.80125
H 1.11068 1.70130 -27.22185
H 2.23261 0.40203 -24.35145
N 5.25153 5.19616 -29.59211
H 0.39637 5.46187 -32.14879
H 1.93546 4.65336 -21.31273
C 0.40543 6.00211 -30.00487
H 0.34196 4.51985 -22.10699
H -2.93030 3.67261 -29.42911
H -4.20639 4.38777 -24.69088
O 4.71877 7.29713 -29.03808
H 2.72804 0.80726 -25.91099
C 0.51792 1.70863 -29.08043
H 1.76801 6.37551 -31.72587
H 3.44208 6.18171 -27.24330
H -4.44381 3.14529 -26.58843
H 3.94242 4.57362 -27.88972
O 1.58066 1.97665 -29.59992
C 0.71865 6.24435 -31.46181
C 2.30661 3.19623 -23.45432
N 0.30186 1.64133 -27.82379
H 0.51269 6.87624 -29.36261
N 2.87374 3.46724 -25.84992
N -3.50441 3.36309 -26.88874
H 1.06609 4.05206 -30.00376
H -3.16303 3.08601 -27.79802
H 3.26169 2.95586 -22.98727
H 1.19919 2.62101 -25.18070
H 2.09506 5.18796 -29.97590
H -0.64397 1.76826 -27.49307
H 1.32372 4.46493 -26.20609
```

Output
energy above the lowest of the compared OMol25 structures with the same formula, charge and spin: 173.1 kJ/mol
HOMO level: -11.72 eV
orbital gap: 9.4 eV
total charge: +1

[3]
Molecular formula: C11H40O9
Method: DFT, the ωB97M-V functional and the def2-TZVPD basis

XYZ file:
```
60
Properties=species:S:1:pos:R:3
O 3.35693 -0.44896 -3.12892
H 0.04892 -5.13241 -3.54932
H -4.13044 -0.69072 -2.69100
C 0.31324 -4.38233 1.93666
H -0.08282 -2.65537 -1.27669
O -3.74030 -1.29571 -2.05588
H 1.64422 0.12597 1.01615
H -2.12533 4.60105 -0.13187
H 1.76377 3.85281 3.77096
C -2.92894 -0.35361 2.45217
H -2.91660 0.11847 -0.89832
H 2.46435 1.60087 4.68547
H -1.28959 1.98917 -2.23675
C 0.17379 -3.28593 -3.44064
H -2.65923 -1.39960 4.13338
H 1.80382 0.95994 -2.80701
O 1.53606 -3.91591 1.53677
H 0.36783 2.28273 3.34015
H 1.22975 -3.10421 -3.64069
H 0.55447 -4.24181 -1.43470
C 0.79342 -0.38631 0.56691
H -1.45270 3.58559 -3.01151
O 0.84764 2.47188 2.53046
H 0.23960 3.47147 -1.07971
O 0.45943 3.33235 -2.00379
O -2.09553 -1.02005 3.45531
H -1.96544 -1.34741 -0.89319
H -1.76086 2.95480 0.30245
H -1.10057 -3.97616 -1.68999
H 2.79753 0.62560 -1.43587
H -1.92768 -0.51409 -2.32789
H -0.30433 2.33068 -3.58785
C -0.12741 -3.53896 -1.91339
H 2.19181 -4.58912 1.34086
H 3.84506 2.54932 4.22534
C -1.64339 3.98788 0.62962
H 2.61358 3.60116 2.26727
H -3.24154 0.64822 2.74665
C -2.61739 -0.73106 -1.51221
H 0.15453 -3.84917 2.87403
C 2.94322 2.08040 3.83175
H -2.33684 -0.34654 1.53704
H -0.45266 -4.10237 1.21340
H -0.49500 -2.51945 -3.83220
C 2.82588 0.71016 -2.52221
H 3.25158 -0.25948 -4.06412
O -0.28284 4.35120 0.74466
H 3.28276 1.28221 3.17167
H 0.41955 -1.16175 1.23549
H -3.82563 -0.93429 2.23571
C -0.75012 2.80693 -2.71460
H 1.11774 -0.82860 -0.37505
H 0.13841 1.29251 0.82456
C 2.08248 3.08439 3.06664
O -0.12770 0.55742 0.26740
O -0.48091 -4.44221 -3.95491
H 0.13074 3.95743 1.51634
H 0.20696 -5.46615 1.98293
H -2.13717 4.11953 1.59240
H 3.40004 1.58738 -2.82045
```

Output
SMILES: CCO.CCO.CO.CO.CO.CO.CO.CO.CO
energy above the lowest of the compared OMol25 structures with the same formula, charge and spin: 469.8 kJ/mol
HOMO level: -9.76 eV
orbital gap: 10.2 eV